# 1
Computed, not measured: 8 unconnected molecules or ions with the total composition C30H74NO15PS7, with wB97M-V/def2-TZVPD.

Structure (XYZ):
```
128
C30H74NO15PS7 (wB97M-V/def2-TZVPD)
C -0.631 -3.159 2.812
C -1.691 -1.957 2.757
O -2.314 -1.815 1.424
P -3.438 -0.548 1.419
O -3.140 0.494 2.528
C -3.643 0.329 -0.231
C -2.423 1.234 -0.697
C -1.144 0.421 -1.291
C -1.570 -0.964 -2.004
C -2.557 -0.856 -3.243
O -2.887 0.466 -3.712
C -0.140 -0.063 -0.101
O -0.414 0.549 1.177
C 0.785 1.164 1.695
O -0.530 1.387 -2.188
C 0.583 0.903 -2.898
O 1.722 1.244 -2.471
C 0.582 0.055 -4.247
C 1.414 -1.331 -4.112
O 0.922 -2.297 -4.769
N 2.606 -1.485 -3.280
C 2.304 -1.998 -1.915
C 3.703 -2.225 -3.967
O -4.969 -1.220 1.814
C -4.961 -2.674 1.765
C -4.846 -3.278 0.262
H -0.258 -3.499 1.786
H -1.122 -4.010 3.392
H 0.245 -2.805 3.464
H -1.150 -1.013 3.091
H -2.565 -2.106 3.491
H -4.017 -0.438 -0.985
H -4.534 1.050 -0.075
H -2.800 1.851 -1.598
H -2.115 2.027 0.072
H -0.620 -1.498 -2.340
H -2.064 -1.651 -1.221
H -3.529 -1.415 -2.974
H -2.119 -1.431 -4.145
H -3.865 0.567 -3.791
H 0.957 0.111 -0.340
H -0.250 -1.204 0.051
H 0.603 1.352 2.819
H 1.706 0.470 1.655
H 1.001 2.181 1.207
H -0.438 -0.109 -4.716
H 1.187 0.674 -5.012
H 2.550 -1.182 -1.134
H 2.943 -2.901 -1.606
H 1.218 -2.302 -1.743
H 4.421 -1.444 -4.420
H 3.364 -2.969 -4.760
H 4.358 -2.823 -3.229
H -4.220 -3.166 2.491
H -6.003 -3.010 2.135
H -4.000 -4.063 0.303
H -4.482 -2.491 -0.487
H -5.786 -3.821 -0.075
C 7.522 0.386 -2.828
S 6.281 1.281 -3.786
O 5.763 0.344 -4.831
C 7.438 2.405 -4.593
H 7.020 -0.403 -2.265
H 8.261 -0.060 -3.497
H 8.010 1.071 -2.132
H 8.182 1.836 -5.154
H 7.928 3.026 -3.842
H 6.881 3.042 -5.278
C 5.975 5.289 -7.654
S 7.770 5.090 -7.677
O 8.181 4.585 -6.331
C 8.152 6.854 -7.732
H 5.520 4.300 -7.582
H 5.677 5.889 -6.792
H 5.650 5.770 -8.578
H 7.719 7.356 -6.865
H 7.757 7.284 -8.653
H 9.237 6.973 -7.715
C -5.506 1.927 4.325
S -6.504 2.316 2.873
O -5.674 3.179 1.976
C -7.673 3.392 3.730
H -4.679 1.285 4.015
H -5.108 2.845 4.761
H -6.119 1.398 5.056
H -7.140 4.220 4.202
H -8.215 2.816 4.482
H -8.380 3.787 2.999
C -6.827 6.574 -2.082
S -5.914 5.025 -2.259
O -6.533 4.267 -3.390
C -6.504 4.284 -0.724
H -6.635 7.190 -2.962
H -7.897 6.370 -2.008
H -6.481 7.100 -1.191
H -7.594 4.223 -0.734
H -6.170 4.884 0.124
H -6.087 3.281 -0.640
C 1.481 -5.048 7.519
S 1.094 -3.678 6.408
O 0.651 -4.267 5.108
C 2.799 -3.122 6.196
H 0.554 -5.570 7.758
H 2.172 -5.739 7.033
H 1.923 -4.658 8.438
H 3.408 -3.932 5.792
H 3.198 -2.795 7.158
H 2.805 -2.282 5.500
C 8.430 -2.493 0.867
S 6.955 -2.855 -0.110
O 5.771 -2.669 0.781
C 7.255 -4.630 -0.248
H 8.432 -1.428 1.106
H 8.416 -3.072 1.792
H 9.321 -2.734 0.285
H 7.315 -5.076 0.746
H 8.185 -4.801 -0.794
H 6.427 -5.079 -0.798
C -5.293 -1.531 4.960
S -5.998 -1.222 6.595
O -5.507 0.115 7.048
C -5.028 -2.476 7.458
H -5.730 -0.826 4.253
H -4.211 -1.390 4.989
H -5.531 -2.550 4.647
H -3.962 -2.276 7.329
H -5.276 -3.464 7.064
H -5.278 -2.438 8.519
```

***

# 2
Computed, not measured: 5 unconnected molecules or ions with the total composition C30H75N5O10, with wB97M-V/def2-TZVPD.

Structure (XYZ):
```
120
C30H75N5O10 (wB97M-V/def2-TZVPD)
C -15.872 -16.048 -26.634
O -14.840 -16.681 -25.876
C -14.925 -18.094 -25.886
C -14.099 -18.772 -24.790
N -12.728 -19.136 -25.136
C -12.660 -20.368 -25.923
C -11.267 -20.997 -25.885
O -11.396 -22.269 -26.474
C -10.176 -22.983 -26.525
H -15.441 -15.102 -26.967
H -16.653 -15.708 -25.946
H -16.334 -16.603 -27.448
H -14.581 -18.465 -26.858
H -15.956 -18.448 -25.782
H -14.671 -19.557 -24.288
H -14.039 -18.170 -23.872
H -12.200 -18.371 -25.530
H -12.921 -20.345 -26.987
H -13.338 -21.076 -25.447
H -10.831 -21.017 -24.877
H -10.496 -20.419 -26.419
H -10.432 -23.788 -27.215
H -9.782 -23.326 -25.566
H -9.424 -22.356 -27.021
C -12.311 -18.242 -15.510
O -13.025 -19.437 -15.690
C -14.427 -19.366 -15.422
C -14.822 -20.807 -15.099
N -16.253 -21.028 -14.983
C -16.793 -20.508 -13.734
C -18.188 -21.005 -13.371
O -18.725 -20.245 -12.316
C -20.130 -20.239 -12.315
H -11.269 -18.545 -15.605
H -12.399 -17.668 -14.577
H -12.404 -17.403 -16.211
H -15.104 -19.007 -16.206
H -14.526 -18.739 -14.531
H -14.298 -21.044 -14.171
H -14.419 -21.483 -15.857
H -16.704 -20.601 -15.786
H -16.910 -19.416 -13.794
H -16.065 -20.659 -12.936
H -18.191 -22.091 -13.223
H -18.780 -20.873 -14.286
H -20.504 -21.148 -11.834
H -20.612 -20.151 -13.294
H -20.530 -19.381 -11.772
C -12.290 -17.394 -19.763
O -13.203 -18.019 -18.900
C -13.402 -19.357 -19.102
C -14.322 -19.771 -20.316
N -15.696 -19.264 -20.042
C -16.519 -20.241 -19.372
C -17.830 -19.664 -18.895
O -17.691 -18.996 -17.662
C -18.846 -18.197 -17.385
H -11.259 -17.679 -19.543
H -12.462 -16.322 -19.657
H -12.560 -17.582 -20.809
H -13.915 -19.873 -18.293
H -12.501 -19.908 -19.407
H -14.447 -20.834 -20.541
H -13.970 -19.425 -21.294
H -15.498 -18.441 -19.479
H -15.977 -20.716 -18.542
H -16.784 -20.923 -20.186
H -18.581 -20.454 -18.727
H -18.323 -19.183 -19.751
H -19.160 -18.242 -16.342
H -19.691 -18.488 -18.011
H -18.686 -17.136 -17.587
C -7.997 -20.022 -19.880
O -7.779 -19.667 -18.553
C -8.610 -18.610 -18.101
C -8.175 -18.181 -16.660
N -9.187 -17.278 -16.168
C -8.837 -16.934 -14.770
C -9.611 -15.676 -14.419
O -9.446 -14.604 -15.342
C -8.090 -14.120 -15.430
H -7.690 -19.237 -20.583
H -9.055 -20.213 -20.111
H -7.491 -20.946 -20.158
H -9.690 -18.736 -18.163
H -8.351 -17.726 -18.698
H -7.151 -17.789 -16.628
H -8.134 -19.084 -16.044
H -9.282 -16.394 -16.657
H -7.760 -16.837 -14.581
H -9.135 -17.804 -14.178
H -9.427 -15.380 -13.381
H -10.687 -15.855 -14.413
H -7.516 -14.893 -15.945
H -7.654 -13.976 -14.440
H -8.162 -13.186 -15.976
C -11.575 -14.285 -27.041
O -12.080 -13.644 -25.889
C -12.384 -14.626 -24.881
C -13.488 -14.178 -23.940
N -14.226 -15.301 -23.388
C -15.372 -14.825 -22.549
C -16.401 -15.855 -22.233
O -17.071 -16.235 -23.430
C -17.908 -17.377 -23.245
H -10.736 -14.913 -26.711
H -11.095 -13.645 -27.782
H -12.348 -14.882 -27.532
H -11.526 -15.009 -24.325
H -12.768 -15.505 -25.406
H -14.137 -13.412 -24.392
H -13.078 -13.565 -23.125
H -14.567 -15.790 -24.220
H -15.896 -13.953 -22.959
H -14.792 -14.446 -21.706
H -17.043 -15.399 -21.464
H -16.109 -16.762 -21.690
H -18.407 -17.703 -24.157
H -18.681 -17.078 -22.535
H -17.371 -18.266 -22.905
```

Properties
- Energy relative to the best compared isomer or geometry (same formula, charge and spin): 43.96 kcal per mole

***

# 3
Computed, not measured: 5 unconnected molecules or ions with the total composition C30H75N5O10, with wB97M-V/def2-TZVPD.

Structure (XYZ):
```
120
C30H75N5O10 (wB97M-V/def2-TZVPD)
C 0.435 -3.641 -4.652
O 0.363 -4.576 -5.709
C -0.722 -5.460 -5.524
C -0.588 -6.587 -6.570
N -1.142 -6.189 -7.853
C -2.569 -6.015 -8.009
C -2.956 -5.603 -9.442
O -3.527 -6.783 -10.034
C -3.686 -6.782 -11.428
H -0.436 -2.996 -4.501
H 1.324 -3.042 -4.835
H 0.569 -4.149 -3.688
H -1.733 -5.041 -5.510
H -0.592 -5.921 -4.531
H -1.098 -7.477 -6.167
H 0.483 -6.749 -6.667
H -0.747 -6.846 -8.517
H -2.902 -5.277 -7.278
H -3.117 -6.937 -7.764
H -2.078 -5.356 -10.037
H -3.817 -4.939 -9.321
H -2.860 -6.410 -12.044
H -4.637 -6.323 -11.709
H -3.720 -7.840 -11.707
C 3.867 3.102 12.204
O 2.727 2.858 13.037
C 1.474 3.159 12.466
C 1.295 2.713 10.994
N -0.032 2.998 10.529
C -0.305 2.669 9.125
C -1.719 3.039 8.766
O -1.969 4.446 8.683
C -3.333 4.761 8.521
H 3.874 2.356 11.408
H 4.706 2.897 12.865
H 3.871 4.124 11.824
H 1.187 4.216 12.520
H 0.760 2.588 13.061
H 1.561 1.657 10.918
H 2.085 3.293 10.487
H -0.340 3.915 10.810
H -0.035 1.650 8.869
H 0.345 3.369 8.579
H -2.513 2.565 9.347
H -1.824 2.778 7.699
H -3.988 4.086 9.080
H -3.577 4.607 7.460
H -3.492 5.797 8.802
C 3.282 0.038 -3.537
O 3.128 -0.833 -2.454
C 2.786 -0.202 -1.216
C 3.972 -0.290 -0.247
N 4.979 0.658 -0.750
C 6.292 0.488 -0.173
C 7.306 1.385 -0.887
O 7.405 0.977 -2.220
C 8.371 1.598 -3.008
H 3.549 -0.482 -4.460
H 3.957 0.894 -3.465
H 2.325 0.476 -3.862
H 1.896 -0.761 -0.909
H 2.473 0.825 -1.427
H 4.431 -1.272 -0.446
H 3.687 -0.247 0.802
H 5.075 0.381 -1.722
H 6.718 -0.504 -0.405
H 6.365 0.691 0.893
H 8.270 1.449 -0.366
H 6.962 2.429 -0.806
H 9.393 1.240 -2.819
H 8.441 2.674 -2.806
H 8.182 1.428 -4.065
C -2.377 2.797 4.752
O -2.154 1.586 4.030
C -1.127 1.758 3.063
C -1.479 1.021 1.809
N -1.501 -0.437 1.779
C -0.167 -1.081 1.783
C -0.307 -2.347 1.002
O 1.041 -2.794 0.717
C 1.001 -3.891 -0.141
H -3.041 2.720 5.609
H -2.788 3.535 4.059
H -1.393 3.124 5.101
H -0.194 1.385 3.506
H -0.962 2.805 2.786
H -0.812 1.346 1.004
H -2.443 1.335 1.399
H -2.015 -0.882 2.530
H 0.267 -1.199 2.781
H 0.549 -0.435 1.269
H -0.745 -2.130 0.025
H -0.935 -3.124 1.444
H 1.989 -4.195 -0.495
H 0.410 -3.704 -1.048
H 0.614 -4.841 0.254
C -1.381 1.723 -5.498
O -1.092 1.999 -4.156
C -1.455 0.989 -3.211
C -1.527 1.525 -1.792
N -2.817 2.093 -1.424
C -3.292 3.189 -2.266
C -4.375 2.721 -3.270
O -5.493 2.129 -2.705
C -6.465 2.954 -2.073
H -1.759 0.712 -5.692
H -0.475 1.797 -6.106
H -2.138 2.410 -5.888
H -0.611 0.284 -3.260
H -2.357 0.434 -3.483
H -0.732 2.267 -1.690
H -1.283 0.655 -1.181
H -3.548 1.404 -1.315
H -2.514 3.571 -2.925
H -3.737 3.978 -1.656
H -3.892 2.022 -3.958
H -4.563 3.572 -3.945
H -6.901 3.661 -2.781
H -5.970 3.562 -1.311
H -7.165 2.254 -1.635
```

Properties
- Energy relative to the best compared isomer or geometry (same formula, charge and spin): 45.04 kcal per mole

***

Per-record HOMO-LUMO gap, eV: 8.86, 9.12, 9.06
Per-record M, g mol⁻¹: 944.357, 665.955, 665.955
Per-record largest force on an atom, hartree/bohr: 0.0905, 0.0808, 0.0568